--- w ---
C7H13N as an isolated structure. Source: the OMol25 dataset; level of theory: ωB97M-V with the def2-TZVPD basis set.

Properties
- HOMO-LUMO gap (alpha / beta) (eV) = 7.888 / 7.891
- E_HOMO (alpha / beta) (Ha) = -0.2868 / -0.2869
- 2S+1 = 1
- molar mass (Da) = 111.19
- E_LUMO (alpha / beta) (eV) = 0.08 / 0.08

Cartesian coordinates (Å):
C1 1.58740 -0.27346 -0.67015
C2 -0.43751 1.38923 -0.64939
C3 1.59241 -0.79317 0.72610
C4 1.17608 -1.05037 -1.75968
H1 2.07915 0.67714 -0.83384
H2 0.91608 -1.64130 0.83806
H3 -0.24651 -1.14487 -1.64707
H4 1.50292 -0.71872 -2.74022
H5 -1.33736 2.00700 -0.58604
H6 0.26021 1.83796 0.05277
H7 -0.14287 1.41939 -1.69489
H8 2.60153 -1.11725 0.99053
H9 1.26912 -0.03305 1.44428
H10 1.27600 -2.12718 -1.63657
C5 -1.88145 -0.02957 1.13205
C6 -1.68043 0.90747 2.05314
C7 -1.38600 -0.04199 -0.24666
N1 -1.50007 -0.95134 -1.05810
H11 -2.46423 -0.91137 1.37199
H12 -1.08575 1.78878 1.86908
H13 -2.09873 0.80666 3.04463

natural (NBO) population analysis, charges in e, atoms 1 to 2: C 0.03; C -0.74

=====

--- x ---
A 2-piece molecular cluster, C7H13N overall. Source: the OMol25 dataset; level of theory: ωB97M-V with the def2-TZVPD basis set.

Properties
- HOMO-LUMO gap (eV) = 8.681
- structure (SMILES) = C/C=C/N.C=CC=C
- E_HOMO (Ha) = -0.2853
- 2S+1 = 1
- molar mass (Da) = 111.19
- E_LUMO (eV) = 0.92

Cartesian coordinates (Å):
C1 -2.68660 0.39941 1.06355
C2 -2.47609 -0.43679 0.05158
C3 -1.85840 0.00295 -1.19680
C4 -1.80603 -0.73627 -2.30090
H1 -2.47248 1.45484 0.95881
H2 -3.09505 0.06891 2.00799
H3 -2.80395 -1.46572 0.13135
H4 -1.43349 1.00299 -1.19059
H5 -1.46274 -0.32114 -3.23686
H6 -2.10976 -1.77479 -2.30201
C5 2.17862 1.62467 1.43100
C6 2.53010 0.35518 0.70897
C7 1.67968 -0.29531 -0.08820
N1 1.86644 -1.61989 -0.52164
H7 2.37376 1.50210 2.49565
H8 2.76279 2.49140 1.10096
H9 1.12463 1.85237 1.28468
H10 3.52757 -0.06383 0.80968
H11 0.83868 0.18473 -0.57428
H12 0.99738 -2.04235 -0.81104
H13 2.32493 -2.18345 0.17811

natural (NBO) population analysis, charges in e, atoms 1 to 2: C -0.36; C -0.23

=====

The calculated energies rank the structures as follows, beginning with the most stable: x, w.

=====

--- w ---
C21H33BN9O4SeSiSn as an isolated structure. Source: the OMol25 dataset; level of theory: ωB97M-V with the def2-TZVPD basis set.

Properties
- HOMO-LUMO gap (eV) = 6.903
- E_HOMO (Ha) = -0.3565
- 2S+1 = 1
- molar mass (Da) = 712.12
- E_LUMO (eV) = -2.80
- charge = +1

Cartesian coordinates (Å):
Sn1 -0.51161 0.72165 -0.65158
C1 -3.53079 1.48391 -3.97621
C2 -3.10158 0.85044 -2.81063
N1 -1.91798 1.33284 -2.43363
N2 -1.56596 2.27209 -3.33424
C3 -2.51866 2.37971 -4.27223
B1 -0.24806 3.07473 -3.20390
N3 0.93937 2.09175 -3.25344
C4 1.92251 2.01995 -4.16365
C5 2.75370 0.96549 -3.82949
C6 2.18782 0.43087 -2.67250
N4 1.10000 1.12035 -2.33204
N5 -0.26824 3.78004 -1.83135
C7 -0.26480 5.09617 -1.57146
C8 -0.42100 5.27531 -0.20899
C9 -0.51772 3.98044 0.30068
N6 -0.42072 3.08803 -0.68364
H1 -4.44299 1.32017 -4.52516
H2 -3.58765 0.08448 -2.22422
H3 -2.41994 3.07851 -5.08797
H4 -0.16087 3.87389 -4.08862
H5 1.97175 2.71165 -4.98905
H6 3.63721 0.63884 -4.35151
H7 2.51398 -0.40958 -2.07656
H8 -0.15458 5.82019 -2.36373
H9 -0.45729 6.20772 0.32794
H10 -0.66640 3.64859 1.31706
O1 -2.01028 -3.31999 -3.00583
C10 -1.66652 -2.38564 -2.12272
O2 -0.89839 -1.48511 -2.36935
C11 -2.31896 -2.59104 -0.78474
C12 -2.90174 -3.80022 -0.42993
C13 -3.44517 -3.90782 0.83856
C14 -3.33806 -2.83914 1.71027
C15 -2.69419 -1.68652 1.27528
N7 -2.23724 -1.55711 0.03903
C16 -2.40647 -0.50853 2.17708
O3 -2.47733 -0.71840 3.50402
O4 -2.10723 0.58481 1.77121
H11 -1.54256 -3.15296 -3.83588
H12 -2.92019 -4.62601 -1.12602
H13 -3.93086 -4.82302 1.14975
H14 -3.75875 -2.91685 2.70471
H15 -2.51431 -1.66133 3.70607
C17 1.84062 -3.35549 -0.12438
Si1 2.48351 -2.71808 1.51782
C18 3.43170 -4.03861 2.44046
C19 3.58990 -1.22263 1.22891
Se1 0.66819 -2.12249 2.76195
H16 2.65201 -3.78351 -0.72499
H17 1.37145 -2.55039 -0.69601
H18 1.09498 -4.13712 0.04314
H19 4.32843 -4.33778 1.88474
H20 2.80662 -4.92313 2.58521
H21 3.73643 -3.67821 3.42457
H22 4.54639 -1.54996 0.80288
H23 3.80667 -0.70290 2.16480
H24 3.13968 -0.51190 0.52910
N8 0.54662 0.29821 4.72851
C20 1.44218 1.36827 4.20554
C21 0.93742 1.90374 2.86147
N9 1.33339 1.14166 1.67955
H25 0.75920 0.05177 5.69157
H26 0.66351 -0.59622 4.12421
H27 -0.43641 0.55635 4.65723
H28 2.42927 0.92469 4.09066
H29 1.50033 2.16929 4.94093
H30 1.29262 2.92744 2.75772
H31 -0.15714 1.93236 2.88868
H32 1.19201 0.13733 1.84468
H33 2.31914 1.27398 1.47963

Löwdin population analysis, charges in e, atoms 1 to 2: Sn 1.41; C -0.04

=====

--- x ---
C21H33BN9O4SeSiSn as an isolated structure. Source: the OMol25 dataset; level of theory: ωB97M-V with the def2-TZVPD basis set.

Properties
- HOMO-LUMO gap (eV) = 7.219
- E_HOMO (Ha) = -0.3611
- 2S+1 = 1
- molar mass (Da) = 712.12
- E_LUMO (eV) = -2.61
- charge = +1

Cartesian coordinates (Å):
Sn1 0.15923 0.16651 -0.57252
C1 -2.21649 -3.39362 -2.03640
C2 -2.07846 -2.11951 -1.48582
N1 -0.79334 -1.85536 -1.25534
N2 -0.08525 -2.94236 -1.63795
C3 -0.92477 -3.87614 -2.11406
B1 1.45879 -2.98507 -1.55820
N3 1.86971 -2.58333 -0.09632
C4 2.78525 -3.18566 0.67661
C5 2.89348 -2.48847 1.86809
C6 2.00195 -1.42216 1.72712
N4 1.38497 -1.49392 0.54362
N5 2.06348 -1.97834 -2.51663
C7 2.88158 -2.12471 -3.57505
C8 3.13689 -0.87407 -4.09377
C9 2.42030 0.00416 -3.27030
N6 1.78109 -0.67293 -2.32368
H1 -3.12398 -3.88719 -2.33486
H2 -2.83255 -1.39528 -1.22391
H3 -0.54076 -4.81299 -2.48335
H4 1.84336 -4.10012 -1.77565
H5 3.30356 -4.06255 0.32291
H6 3.55206 -2.69455 2.69339
H7 1.78485 -0.60103 2.38960
H8 3.21701 -3.10145 -3.88243
H9 3.75111 -0.62850 -4.94151
H10 2.34943 1.08026 -3.31198
O1 0.13733 2.82848 2.58073
C10 1.08954 2.57794 1.69661
O2 1.50902 1.46635 1.45367
C11 1.56574 3.80148 0.96994
C12 1.35647 5.08169 1.46655
C13 1.79411 6.15092 0.70537
C14 2.40312 5.89850 -0.51371
C15 2.54906 4.57710 -0.92343
N7 2.14212 3.54559 -0.19604
C16 3.13742 4.21400 -2.26796
O3 4.13140 5.00475 -2.71373
O4 2.74245 3.29693 -2.92229
H11 -0.34907 1.98937 2.73740
H12 0.85900 5.22498 2.41493
H13 1.65133 7.16679 1.04750
H14 2.72275 6.71649 -1.14674
H15 4.42348 5.61964 -2.02969
C17 -4.31857 2.34687 1.86903
Si1 -3.03292 1.84862 0.61265
C18 -3.84949 1.14734 -0.92000
C19 -2.02815 3.35328 0.13006
Se1 -1.73977 0.21790 1.55117
H16 -4.97651 3.11854 1.46135
H17 -3.84204 2.74604 2.76620
H18 -4.93408 1.49648 2.16612
H19 -4.54291 1.87614 -1.34827
H20 -4.41693 0.24413 -0.68607
H21 -3.11360 0.90467 -1.69112
H22 -2.67899 4.04178 -0.41685
H23 -1.17604 3.12288 -0.51436
H24 -1.65694 3.87297 1.01497
N8 0.11275 -4.24716 2.04265
C20 -1.30570 -4.04648 1.58047
C21 -2.07226 -3.24352 2.61565
N9 -3.39720 -2.97161 2.09606
H25 0.64771 -4.81274 1.38368
H26 0.14167 -4.70695 2.95369
H27 0.62382 -3.35746 2.14209
H28 -1.73487 -5.03209 1.40748
H29 -1.26132 -3.50001 0.64366
H30 -1.55502 -2.29202 2.75002
H31 -2.07186 -3.75751 3.58633
H32 -4.11424 -3.51923 2.54841
H33 -3.61434 -1.98347 2.16418

Löwdin population analysis, charges in e, atoms 1 to 2: Sn 1.11; C -0.03

=====

The calculated energies rank the structures as follows, beginning with the most stable: w, x.

=====

--- w ---
A 3-piece molecular cluster, C3H8O4S overall. Source: the OMol25 dataset; level of theory: ωB97M-V with the def2-TZVPD basis set.

Properties
- HOMO-LUMO gap (eV) = 6.026
- E_HOMO (Ha) = 0.0026
- 2S+1 = 1
- molar mass (Da) = 140.16
- E_LUMO (eV) = 6.10
- charge = -2

Cartesian coordinates (Å):
O1 -2.44196 -2.01656 -1.15006
C1 -1.62588 -1.10543 -0.87351
O2 -1.95769 0.12648 -0.81974
C2 -0.28680 -1.57215 -0.31749
C3 0.47134 -0.51542 0.50930
S1 2.27576 -0.93955 0.87090
H1 0.34463 -1.87617 -1.16839
H2 -0.41244 -2.42764 0.35788
H3 0.44282 0.35478 -0.13364
H4 0.07694 -0.35600 1.49448
H5 2.44632 1.05177 1.83996
H6 1.04460 1.57842 1.90772
O3 1.90716 1.80084 2.24169
H7 -0.70985 2.64041 -1.20982
H8 -0.97678 1.20431 -1.58111
O4 -0.59819 2.05191 -1.96818

natural (NBO) population analysis, charges in e, atoms 1 to 2: O -0.79; C 0.77

=====

--- x ---
A 3-piece molecular cluster, C3H8O4S overall. Source: the OMol25 dataset; level of theory: ωB97M-V with the def2-TZVPD basis set.

Properties
- HOMO-LUMO gap (eV) = 6.116
- E_HOMO (Ha) = 0.0007
- 2S+1 = 1
- molar mass (Da) = 140.16
- E_LUMO (eV) = 6.13
- charge = -2

Cartesian coordinates (Å):
O1 -2.70297 -0.24443 -1.34636
C1 -1.58503 0.18330 -1.13667
O2 -1.17694 1.30839 -1.67516
C2 -0.55432 -0.68957 -0.38128
C3 0.85296 -0.14335 -0.19267
S1 1.97000 -1.46332 0.45594
H1 -0.65601 -0.89411 -1.47908
H2 -1.08497 -1.28443 0.34038
H3 1.12735 0.34440 -1.12893
H4 0.84709 0.64768 0.55872
H5 0.30247 -0.33221 3.20636
H6 1.23950 -1.28579 2.41253
O3 0.96503 -1.01442 3.34719
H7 -0.71537 2.01594 -0.97415
H8 -0.05300 3.77629 -0.84825
O4 -0.14342 3.03677 -0.24020

natural (NBO) population analysis, charges in e, atoms 1 to 2: O -0.73; C 0.75

=====

The calculated energies rank the structures as follows, beginning with the most stable: w, x.